A cluster of 2 separate species, C10H15N5 in total at a distorted geometry, computed with wB97M-V/def2-TZVPD.

Calculated values
Lowest unoccupied orbital energy (spin up / spin down), eV: 0.31 / 0.31
Max |F|, eV Å⁻¹: 4.110

Structure (ORCA input):
```
! RIJCOSX wB97M-V def2-TZVPD def2/J DEFGRID3
* xyz 0 1
C -1.645 -1.499 -1.649
C 2.528 -1.662 -1.831
C 2.643 -0.363 -2.172
C 1.155 -1.909 -1.629
C -0.274 1.443 2.610
C -1.636 0.837 2.396
C 0.752 0.455 2.100
C -1.686 0.544 0.855
C 0.663 0.060 0.671
C -0.736 -0.363 -1.732
N -2.294 -2.421 -1.753
N 1.418 0.209 -2.284
N 0.577 -0.746 -2.088
N -0.722 -0.419 0.318
N -1.248 0.809 -2.221
H 3.333 -2.363 -1.690
H 3.507 0.154 -2.212
H 0.505 -2.777 -1.509
H -0.196 2.366 2.002
H -0.197 1.736 3.662
H -1.799 -0.096 2.962
H -2.376 1.504 2.717
H 1.855 0.715 2.193
H 0.533 -0.404 2.609
H -2.676 0.112 0.641
H -1.782 1.566 0.455
H 0.988 0.824 -0.049
H 1.275 -0.906 0.473
H -0.542 1.553 -2.242
H -1.922 1.041 -1.604
*
```

Results of the Löwdin charge analysis, in e, for atoms 1 through 2:
1 C -0.19
2 C -0.07

A structure of composition C10H15N6O5RhS2Te, computed with wB97M-V/def2-TZVPD.

Calculated values
Lowest unoccupied orbital energy, eV: -1.49
Max |F|, eV Å⁻¹: 0.679

Structure (ORCA input):
```
! RIJCOSX wB97M-V def2-TZVPD def2/J DEFGRID3
* xyz 0 1
Rh -1.153 1.587 -0.469
O -3.419 3.893 -2.450
S -2.517 3.008 -1.813
O -3.145 1.848 -1.043
O -1.646 3.600 -0.714
O -1.510 2.296 -2.686
C -2.933 -0.031 2.200
Te -1.815 1.744 1.935
C -0.075 1.057 2.919
H -2.280 -0.880 2.016
H -3.754 -0.011 1.487
H -3.318 -0.042 3.216
H -0.294 0.942 3.979
H 0.702 1.797 2.763
H 0.223 0.123 2.457
C 2.044 -3.175 1.011
C 0.523 -3.352 1.001
C -0.131 -2.354 0.103
N -0.389 -1.146 0.437
N -0.926 -0.415 -0.585
C -1.072 -1.078 -1.711
N -1.564 -0.549 -2.834
S -0.532 -2.713 -1.561
H 2.499 -3.905 1.679
H 2.316 -2.177 1.353
H 2.461 -3.321 0.014
H 0.117 -3.215 2.004
H 0.252 -4.359 0.676
H -1.764 0.450 -2.887
H -1.626 -1.103 -3.667
N 1.458 1.711 -2.107
C 1.704 1.431 -0.808
O 0.774 1.611 0.060
C 2.934 0.901 -0.392
C 3.990 0.754 -1.317
N 4.806 0.612 -2.120
C 3.054 0.443 0.938
N 3.104 0.056 2.024
H 0.681 2.312 -2.345
H 2.221 1.652 -2.762
*
```

Results of the Löwdin charge analysis, in e, for atoms 1 through 2:
1 Rh 0.86
2 O -0.23

A cluster of 2 separate species, C10H15NO in total at a distorted geometry, computed with wB97M-V/def2-TZVPD.

Calculated values
Lowest unoccupied orbital energy (spin up / spin down), eV: 3.77 / 3.65
Max |F|, eV Å⁻¹: 3.953

Structure (ORCA input):
```
! RIJCOSX wB97M-V def2-TZVPD def2/J DEFGRID3
* xyz -1 2
C 2.143 -2.482 0.835
C 2.715 -2.276 -0.618
C 1.423 -1.168 1.213
C 1.934 -0.070 1.805
C 0.048 -1.085 0.987
C 1.250 1.173 1.856
C -0.673 -0.010 1.385
C -0.102 1.251 1.603
H 1.503 -3.316 1.046
H 3.081 -2.635 1.387
H 2.110 -1.957 -1.368
H 2.990 -0.130 2.187
H -0.582 -2.030 0.533
H 1.869 1.957 2.234
H -1.773 -0.174 1.258
H -0.617 2.158 1.856
H 3.150 -3.219 -1.019
H 3.441 -1.543 -0.631
C -1.553 -0.107 -2.124
C -2.288 1.264 -1.841
O -3.407 1.425 -1.433
N -1.547 2.369 -2.239
H -0.952 -0.353 -1.228
H -0.880 -0.387 -3.029
H -1.916 3.312 -2.250
H -0.477 2.306 -2.305
H -2.260 -0.911 -2.146
*
```

Results of the Löwdin charge analysis, in e, for atoms 1 through 2:
1 C -0.19
2 C -0.15

A cluster of 2 separate species, C10H15NO in total at a distorted geometry, computed with wB97M-V/def2-TZVPD.

Calculated values
Lowest unoccupied orbital energy, eV: 0.77
Max |F|, eV Å⁻¹: 2.715
SMILES: Cc1ccccc1.CCC(N)=O

Structure (ORCA input):
```
! RIJCOSX wB97M-V def2-TZVPD def2/J DEFGRID3
* xyz 0 1
C 0.006 -1.694 1.713
C -1.111 -0.675 1.724
C -2.104 -0.793 2.685
C -3.250 -0.026 2.484
C -3.373 0.820 1.403
C -2.254 1.253 0.672
C -1.206 0.326 0.772
H -0.051 -2.215 0.761
H -0.155 -2.465 2.493
H 0.993 -1.247 1.779
H -1.887 -1.431 3.550
H -4.108 -0.128 3.135
H -4.341 1.333 1.262
H -2.185 2.240 0.248
H -0.295 0.416 0.221
C 3.540 1.113 -2.304
C 2.135 0.983 -1.606
C 1.182 0.155 -2.371
N 0.787 -1.067 -1.834
O 0.767 0.389 -3.491
H 4.018 2.047 -2.008
H 3.203 1.073 -3.371
H 4.095 0.220 -2.078
H 2.359 0.590 -0.612
H 1.751 1.993 -1.622
H 0.427 -1.644 -2.603
H 1.058 -1.564 -1.000
*
```

Results of the Löwdin charge analysis, in e, for atoms 1 through 2:
1 C -0.05
2 C -0.30

A cluster of 2 separate species, C10H15NO in total at a distorted geometry, computed with wB97M-V/def2-TZVPD.

Calculated values
Lowest unoccupied orbital energy, eV: 0.81
Max |F|, eV Å⁻¹: 2.968
SMILES: Cc1ccccc1.CCC(N)=O

Structure (ORCA input):
```
! RIJCOSX wB97M-V def2-TZVPD def2/J DEFGRID3
* xyz 0 1
C -3.156 1.181 1.545
C -2.583 0.446 0.355
C -1.307 0.701 -0.105
C -0.827 0.208 -1.337
C -1.592 -0.733 -2.033
C -2.908 -0.876 -1.649
C -3.410 -0.337 -0.486
H -3.174 0.583 2.457
H -4.164 1.544 1.369
H -2.416 1.952 1.782
H -0.581 1.354 0.370
H 0.120 0.486 -1.761
H -1.133 -1.141 -2.917
H -3.589 -1.562 -2.150
H -4.462 -0.442 -0.255
C 2.842 -0.085 2.025
C 3.467 -0.559 0.706
C 2.976 0.231 -0.499
N 2.539 -0.533 -1.527
O 2.651 1.403 -0.435
H 1.790 0.093 1.795
H 3.484 0.637 2.504
H 2.737 -0.927 2.723
H 4.539 -0.271 0.745
H 3.596 -1.625 0.529
H 2.070 -0.190 -2.333
H 2.491 -1.540 -1.419
*
```

Results of the Löwdin charge analysis, in e, for atoms 1 through 2:
1 C -0.05
2 C -0.27

A cluster of 2 separate species, C10H15NO in total at a distorted geometry, computed with wB97M-V/def2-TZVPD.

Calculated values
Lowest unoccupied orbital energy, eV: 0.76
Max |F|, eV Å⁻¹: 6.976
SMILES: Cc1ccccc1.CCC(N)=O

Structure (ORCA input):
```
! RIJCOSX wB97M-V def2-TZVPD def2/J DEFGRID3
* xyz 0 1
C 3.286 -1.407 -1.235
C 2.087 -0.658 -1.426
C 1.099 -1.190 -2.243
C -0.047 -0.516 -2.374
C -0.250 0.908 -2.061
C 0.828 1.423 -1.376
C 1.926 0.666 -0.886
H 2.906 -2.392 -0.746
H 4.079 -1.064 -0.565
H 3.776 -1.763 -2.130
H 1.307 -2.242 -2.693
H -0.844 -0.994 -2.965
H -1.276 1.366 -2.167
H 0.835 2.504 -1.262
H 2.758 1.209 -0.402
C -2.045 1.358 3.038
C -2.649 0.062 2.488
C -1.962 -0.543 1.228
N -0.800 0.027 0.747
O -2.485 -1.472 0.664
H -1.827 1.268 4.098
H -2.718 2.231 2.752
H -1.166 1.779 2.655
H -2.377 -0.871 3.130
H -3.730 -0.053 2.331
H -0.316 -0.319 0.049
H -0.396 0.683 1.353
*
```

Results of the Löwdin charge analysis, in e, for atoms 1 through 2:
1 C -0.09
2 C -0.33

The molecule C10H15NO2S at a distorted geometry, computed with wB97M-V/def2-TZVPD.

Calculated values
Lowest unoccupied orbital energy (spin up / spin down), eV: 0.61 / -3.22
Max |F|, eV Å⁻¹: 4.092

Structure (ORCA input):
```
! RIJCOSX wB97M-V def2-TZVPD def2/J DEFGRID3
* xyz 0 3
C 2.569 -1.380 1.981
C 1.621 2.293 -0.875
C 2.277 -0.154 1.555
C 1.956 1.033 -0.577
C -2.514 0.701 0.590
C -1.170 -0.108 0.711
C 1.355 0.130 0.414
C -0.937 -0.830 -0.585
C -0.999 -0.050 -1.819
C -1.790 -2.141 -0.809
N -0.024 0.708 0.883
O -3.596 0.221 0.669
O -2.305 2.005 0.461
S 0.826 -1.325 -0.502
H 3.185 -1.421 2.781
H 2.323 -2.314 1.384
H 2.362 2.777 -1.481
H 0.826 2.781 -0.411
H 2.639 0.741 2.072
H 2.913 0.643 -0.903
H -1.304 -0.878 1.440
H -2.051 0.328 -2.013
H -0.599 -0.683 -2.759
H -0.385 0.837 -1.790
H -1.349 -2.769 -1.602
H -2.720 -1.954 -1.256
H -1.796 -2.572 0.115
H -1.365 2.127 0.581
H 0.053 1.253 1.747
*
```

Results of the Löwdin charge analysis, in e, for atoms 1 through 2:
1 C 0.00
2 C -0.01

The molecule C10H15NO6 at a distorted geometry, computed with wB97M-V/def2-TZVPD.

Calculated values
Lowest unoccupied orbital energy, eV: 0.58
Max |F|, eV Å⁻¹: 4.340
SMILES: O=C1OCCN2CCOC(=O)[C@H](OCC2)[C@@H]1O

Structure (ORCA input):
```
! RIJCOSX wB97M-V def2-TZVPD def2/J DEFGRID3
* xyz 0 1
O -2.163 -1.553 2.337
C -2.034 -1.019 1.239
O -1.687 -1.676 0.124
C -0.457 -2.442 0.169
C 0.939 -1.721 0.338
N 1.292 -0.719 -0.745
C 2.326 0.307 -0.471
C 1.952 1.440 0.572
O 0.999 2.465 0.121
C -0.330 2.376 0.465
O -0.984 3.397 0.766
C -1.007 0.994 0.232
O -1.349 0.752 -1.151
C -0.282 0.720 -2.119
C 0.527 -0.563 -2.033
C -2.179 0.528 1.123
O -2.182 1.157 2.451
H -0.433 -2.974 -0.810
H -0.517 -3.196 0.960
H 1.704 -2.448 0.314
H 1.006 -1.265 1.314
H 2.625 0.761 -1.437
H 3.202 -0.259 -0.125
H 1.619 0.928 1.523
H 2.874 1.942 0.789
H -0.258 0.317 0.495
H 0.345 1.597 -2.075
H -0.784 0.757 -3.128
H -0.138 -1.426 -2.177
H 1.203 -0.540 -2.834
H -3.137 0.730 0.661
H -2.688 0.635 3.113
*
```

Results of the Löwdin charge analysis, in e, for atoms 1 through 2:
1 O 0.12
2 C -0.40

Short version: energy above the lowest of the compared OMol25 structures with the same formula, charge and spin = 81.4, 0.0, 30.2, 28.1, 22.8, 49.4, 13.2, 85.8 kcal per mole, in the order given.
Short version: energy = -18059.596, -61763.177, -14148.634, -14150.359, -14150.590, -14149.438, -27026.588, -24385.465 eV, in the order given.